1.
This record from OMol25 describes a molecular structure, C34H34BCo2NO8S. The level of theory is ωB97M-V/def2-TZVPD.

```
! wB97M-V def2-TZVPD RIJCOSX def2/J DEFGRID3
* xyz 0 1
C -5.72890 -2.25485 2.02891
C -4.41251 -2.27626 1.37444
C -4.08146 -1.86306 0.09418
C -2.70564 -1.98147 -0.22798
C -2.00211 -2.56048 0.81426
B -0.96205 2.36070 0.44862
C -0.60759 1.96124 -1.00972
C -0.64570 0.59923 -1.37471
C -0.43056 0.26111 -2.70140
C -0.17211 1.23347 -3.70195
N -0.18347 0.92819 -5.03408
C -0.07168 1.96557 -6.04576
C -0.45490 -0.42046 -5.49195
C -0.00197 2.57402 -3.27685
C -0.21796 2.93818 -1.95275
O -1.89002 3.32896 0.74089
C -1.79528 3.53303 2.17321
C -1.01391 4.82474 2.41153
C -3.21452 3.71358 2.69765
C -1.05862 2.21840 2.70771
C 0.07938 2.46483 3.68689
C -1.98971 1.17279 3.28464
O -0.44756 1.65035 1.51280
S -3.07166 -3.09035 2.08473
H -6.22515 -1.32067 1.77868
H -6.34690 -3.09199 1.65549
H -5.61430 -2.33117 3.11832
H -4.80685 -1.39099 -0.56305
H -2.25992 -1.71577 -1.17253
H -0.88940 -0.17803 -0.65486
H -0.49915 -0.78956 -3.00211
H -0.91245 2.68357 -5.99041
H 0.89448 2.49826 -5.95130
H -0.11257 1.45708 -7.01697
H 0.33576 -1.12065 -5.17452
H -1.43477 -0.78711 -5.14100
H -0.47621 -0.39301 -6.58346
H 0.28322 3.33348 -3.98983
H -0.13377 3.97517 -1.64162
H -1.03664 5.06283 3.47724
H 0.01913 4.74997 2.06011
H -1.51923 5.63604 1.88122
H -3.19750 3.94545 3.77091
H -3.67949 4.55598 2.16878
H -3.83058 2.81261 2.53357
H -0.31690 2.96622 4.57898
H 0.53557 1.51394 4.00923
H 0.85878 3.10878 3.25311
H -2.47809 1.54131 4.19101
H -2.72975 0.86707 2.54221
H -1.41032 0.29417 3.59040
O 3.33474 -1.15121 4.17666
C 2.46011 -1.19734 3.42232
Co 1.37369 -0.97136 2.13133
C -0.20011 -1.91607 2.53024
O -0.81898 -2.08203 3.53466
C 2.05299 0.37664 1.30501
O 2.53853 1.28034 0.78203
C 2.15170 -2.57039 -0.16814
C 3.57681 -2.18142 0.15645
C 4.18869 -1.10960 -0.50957
C 5.50906 -0.80424 -0.24939
C 6.26517 -1.55768 0.64547
C 5.62076 -2.57589 1.38132
C 4.28140 -2.84793 1.16823
C 1.31876 -2.26048 0.79431
C -0.60472 -2.49070 1.05976
Co 1.77802 -2.97225 -2.04604
C 2.27516 -1.74403 -3.15881
O 2.66620 -0.90940 -3.87058
C 0.72322 -4.27231 -2.63531
O 0.01036 -5.12463 -2.97825
C 3.24123 -3.87645 -2.18577
O 4.28055 -4.39617 -2.16753
H 3.59216 -0.51946 -1.21457
H 5.98796 0.02779 -0.77868
H 7.32143 -1.36017 0.81042
H 6.18635 -3.16881 2.11163
H 3.73537 -3.59405 1.78093
H -0.45319 -1.64954 0.29025
H -0.32993 -3.54560 0.91072
*
```

Output
Kohn-Sham gap: 0.2004 Eh
energy relative to the best compared isomer or geometry (same formula, charge and spin): 0.0 kJ/mol


2.
This record from OMol25 describes a molecular structure, C34H34GeN11Sc. The level of theory is ωB97M-V/def2-TZVPD.

```
! wB97M-V def2-TZVPD RIJCOSX def2/J DEFGRID3
* xyz 4 1
Sc 0.33196 0.92145 -0.89977
C 2.85987 -2.19243 -3.02184
C 2.28476 -0.98776 -2.63008
N 1.26146 -0.95351 -1.77228
C 0.79980 -2.13760 -1.31270
C 1.44379 -3.32019 -1.65487
N 2.46207 -3.34312 -2.50421
C -0.41614 -2.06381 -0.47428
C -1.14820 -3.16194 -0.07887
C -2.32256 -2.98764 0.66791
C -2.69341 -1.67033 0.98479
C -1.91884 -0.61865 0.55302
N -0.79109 -0.80266 -0.17172
C -2.21501 0.80127 0.84928
C -3.36856 1.25355 1.48416
N -3.56856 2.53656 1.74410
C -2.64014 3.40522 1.36697
C -1.49436 2.98693 0.70502
N -1.27798 1.68835 0.45263
C -3.13326 -4.13180 1.09399
C -3.81826 -4.10695 2.30875
C -4.56583 -5.21989 2.66876
N -4.67546 -6.29337 1.89698
C -4.03815 -6.31509 0.73434
C -3.24286 -5.26560 0.29062
H 3.65711 -2.21736 -3.75486
H 2.66021 -0.04558 -3.00337
H 1.14372 -4.27093 -1.23188
H -0.83089 -4.16126 -0.33965
H -3.60061 -1.49812 1.54558
H -4.15346 0.57073 1.78430
H -2.81071 4.45240 1.58581
H -0.74294 3.69704 0.37966
H -3.75374 -3.26571 2.98764
H -5.09689 -5.24650 3.61266
H -4.16553 -7.20351 0.12775
H -2.76737 -5.33184 -0.67961
C -2.27632 3.20811 -4.25845
N -0.82609 3.45585 -4.25392
C -0.26655 4.27925 -5.34344
C -0.06093 2.89980 -3.33525
N -0.50108 2.07652 -2.38478
N 1.28612 3.22197 -3.37621
C 2.28071 2.85430 -2.50575
N 3.47602 3.37524 -2.76705
N 2.06201 2.01926 -1.50587
H -2.75101 3.96270 -4.87667
H -2.68989 3.31371 -3.25515
H -2.50397 2.22362 -4.66972
H -1.07308 4.55165 -6.01502
H 0.46331 3.71370 -5.92486
H 0.16319 5.20525 -4.95612
H -1.50624 1.95203 -2.47660
H 1.55475 3.86154 -4.10983
H 3.64505 4.00997 -3.53351
H 4.27284 3.16135 -2.18819
H 2.93205 1.83328 -1.01075
Ge 1.72930 1.26697 2.27392
C 3.12261 0.38204 1.35988
C 3.14570 -1.00030 1.10485
C 4.32093 -1.60322 0.69839
C 5.47477 -0.83624 0.53864
C 5.46104 0.53770 0.77673
C 4.28338 1.15572 1.15720
C 0.47739 0.58628 3.48096
C -0.02891 1.51975 4.40682
C -0.75792 1.08006 5.49633
C -1.02468 -0.27800 5.64065
C -0.55836 -1.20779 4.70716
C 0.18288 -0.78306 3.62550
H 1.88774 2.78684 2.31182
H 2.26287 -1.60638 1.27326
H 4.35896 -2.67183 0.53155
H 6.39658 -1.31597 0.23459
H 6.37169 1.11375 0.67811
H 4.27971 2.22342 1.35470
H 0.17893 2.57882 4.29855
H -1.11242 1.78601 6.23495
H -1.59864 -0.62081 6.49215
H -0.75862 -2.26101 4.85228
H 0.57022 -1.51220 2.92343
*
```

Output
Kohn-Sham gap: 0.1711 Eh


3.
This record from OMol25 describes a molecular structure, C34H34IN7OSr. The level of theory is ωB97M-V/def2-TZVPD.

```
! wB97M-V def2-TZVPD RIJCOSX def2/J DEFGRID3
* xyz 0 1
Sr -0.44876 -0.28473 -0.06385
C -1.41749 1.04916 3.17866
C 0.09948 0.85538 3.36805
C 0.49683 -0.59273 3.47396
C 1.05656 -1.10022 4.63886
C 1.40731 -2.43885 4.69993
C 1.18581 -3.23736 3.59161
C 0.62068 -2.65191 2.47130
N 0.28041 -1.36543 2.40219
N -1.76761 1.40160 1.79737
C -3.19594 1.22524 1.54925
C -3.65994 -0.21611 1.54087
C -4.91856 -0.54165 2.02740
C -5.36316 -1.85014 1.92968
C -4.53360 -2.79852 1.35466
C -3.28729 -2.39223 0.90856
N -2.85317 -1.13578 1.00135
C -1.36476 2.77857 1.50373
C -1.01026 3.03659 0.05218
C -0.33369 4.20152 -0.28578
C -0.00931 4.42274 -1.61156
C -0.37147 3.47854 -2.56220
C -1.04048 2.34565 -2.13961
N -1.36177 2.13049 -0.85785
H -1.79438 1.81586 3.87232
H -1.93970 0.12308 3.42529
H 0.43400 1.37748 4.26461
H 0.64541 1.28480 2.52175
H 1.22051 -0.44638 5.48509
H 1.85000 -2.85024 5.59778
H 1.44910 -4.28536 3.58693
H 0.44003 -3.23832 1.57713
H -3.41322 1.64768 0.56468
H -3.80229 1.78924 2.27537
H -5.53993 0.22466 2.47222
H -6.34330 -2.12481 2.29726
H -4.84014 -3.82948 1.25013
H -2.60472 -3.09596 0.44367
H -0.48742 3.02431 2.10214
H -2.14900 3.48723 1.81355
H -0.04817 4.90734 0.48401
H 0.53276 5.31412 -1.89954
H -0.12359 3.60436 -3.60633
H -1.31438 1.55647 -2.83201
C 2.25620 -1.60595 -3.85512
C 1.13476 -1.20265 -2.94257
N 1.33703 -0.56022 -1.86119
N 2.64403 -0.20162 -1.56452
C 2.68950 0.48924 -0.44805
O 1.70451 0.81438 0.30457
C 4.05729 0.94640 -0.03033
C 4.18682 1.74097 1.10346
C 5.43504 2.18603 1.51628
C 6.56845 1.83641 0.79708
C 6.44594 1.04079 -0.33562
C 5.19918 0.59853 -0.74812
C -0.29534 -1.59687 -3.29069
C -0.63702 -1.19288 -4.71061
C -1.94284 -1.12477 -5.04946
C -2.95697 -1.22382 -4.05021
C -2.52599 -1.06262 -2.74931
N -1.25921 -1.05743 -2.33689
H 3.00145 -2.16429 -3.28673
H 2.76102 -0.71637 -4.23517
H 1.91092 -2.20504 -4.69477
H 3.29144 2.00297 1.65115
H 5.52372 2.80651 2.39973
H 7.54372 2.18192 1.11672
H 7.32799 0.76452 -0.89991
H 5.08715 -0.01893 -1.62833
H 0.15067 -0.99568 -5.42543
H -2.21782 -0.90472 -6.07576
H -4.00716 -1.16587 -4.29563
H -3.26121 -0.83041 -1.97570
I -0.11213 -3.97312 -1.30129
C -0.39046 -3.14035 -3.28430
H -1.39120 -3.44783 -3.57375
H 0.35911 -3.62312 -3.90434
*
```

Output
Kohn-Sham gap: 0.2287 Eh
energy relative to the best compared isomer or geometry (same formula, charge and spin): 120.6 kJ/mol


4.
This record from OMol25 describes a molecular structure, C34H34N6OPtS2. The level of theory is ωB97M-V/def2-TZVPD.

```
! wB97M-V def2-TZVPD RIJCOSX def2/J DEFGRID3
* xyz 2 1
Pt -0.58324 -0.56453 -1.68095
S 6.41476 -1.86443 -1.54715
C 6.79356 -3.52243 -1.50625
C 5.67486 -4.31873 -1.50315
C 4.48976 -3.58563 -1.54135
C 4.69586 -2.21273 -1.56775
C 3.74426 -1.14703 -1.58095
C 2.36596 -1.39163 -1.64215
N 1.43676 -0.44783 -1.63635
C 1.85406 0.87377 -1.57675
C 3.23946 1.21967 -1.52745
C 3.57146 2.61477 -1.48905
C 2.61726 3.57067 -1.49085
C 1.22216 3.24137 -1.53835
C 0.21346 4.17537 -1.54565
C -1.14234 3.74997 -1.61655
C -1.38694 2.37317 -1.70475
N -0.44404 1.44497 -1.68885
C 0.87606 1.85597 -1.59075
C -2.21014 4.69837 -1.59345
C -3.58144 4.48587 -1.55985
C -4.31974 5.66787 -1.50415
C -3.52724 6.78997 -1.50105
S -1.86734 6.41687 -1.55745
C 4.17146 0.20917 -1.52765
H 7.81796 -3.84023 -1.48075
H 5.71886 -5.39273 -1.47775
H 3.52146 -4.05223 -1.54725
H 2.03776 -2.41963 -1.71495
H 4.61716 2.87817 -1.45985
H 2.88306 4.61547 -1.46235
H 0.43256 5.22977 -1.50815
H -2.41324 2.04717 -1.80715
H -4.04524 3.51637 -1.57075
H -5.39314 5.70817 -1.46965
H -3.84754 7.81297 -1.46125
H 5.22606 0.42817 -1.49255
N -2.68214 -0.66433 -1.76375
C -3.26864 -1.45253 -2.86145
C -2.94164 -2.93723 -2.73205
C -1.44984 -3.24633 -2.81375
N -0.71104 -2.65793 -1.67895
H -2.96094 -1.06513 -0.86315
H -3.08734 0.26997 -1.78785
H -2.89284 -1.05803 -3.81005
H -4.35874 -1.34683 -2.86135
H -3.44724 -3.46953 -3.53995
H -3.33834 -3.31613 -1.78445
H -1.02554 -2.85923 -3.74505
H -1.32974 -4.33493 -2.81775
H 0.21546 -3.08123 -1.64185
H -1.18264 -2.91293 -0.80625
C 0.59716 0.40697 4.94165
N -0.16394 0.54637 3.72895
N -0.47524 -0.51383 2.91945
C -0.91594 -0.02453 1.69215
O -1.30584 -0.76713 0.77465
C -0.81974 1.38927 1.78685
C -0.32844 1.69127 3.03005
C 0.00696 3.00967 3.61005
C -0.82184 -1.79413 3.40765
C -0.52834 -2.91083 2.63155
C -0.97694 -4.15593 3.03345
C -1.68224 -4.29813 4.21735
C -1.95694 -3.18613 4.99695
C -1.54584 -1.93013 4.58975
H 0.47186 -0.59413 5.34675
H 0.24716 1.13737 5.67105
H 1.66156 0.57277 4.74845
H -1.08714 2.08467 1.01895
H -0.10544 3.78007 2.85305
H 1.03386 3.00647 3.97535
H -0.64584 3.24547 4.45065
H 0.04206 -2.79223 1.72255
H -0.77414 -5.01823 2.41815
H -2.01824 -5.27263 4.53025
H -2.51204 -3.28793 5.91535
H -1.81004 -1.05643 5.16785
*
```

Output
Kohn-Sham gap: 0.2317 Eh
energy relative to the best compared isomer or geometry (same formula, charge and spin): 53.8 kJ/mol


5.
This record from OMol25 describes a molecular structure, C34H35AsBF6MnN8OP. The level of theory is ωB97M-V/def2-TZVPD.

```
! wB97M-V def2-TZVPD RIJCOSX def2/J DEFGRID3
* xyz 3 5
Mn -1.33840 0.12103 -0.50892
C -4.48956 -0.02345 -2.05534
C -3.67765 1.22241 -2.12509
C -4.05518 2.46340 -2.65462
C -2.97039 3.28468 -2.47853
N -1.98319 2.57763 -1.89210
N -2.42674 1.31303 -1.66226
B -0.59244 2.95643 -1.37681
N 0.43916 1.94912 -1.91676
C 1.49838 2.09852 -2.73348
C 1.90786 0.85607 -3.15292
C 1.03037 -0.04610 -2.54242
C 0.97318 -1.52123 -2.73932
N 0.17474 0.62686 -1.76461
N -0.59738 2.86844 0.15503
C -0.49511 3.72865 1.18145
C -0.73592 3.04897 2.35343
C -0.99795 1.73174 1.97731
C -1.33073 0.57957 2.85884
N -0.90363 1.63138 0.64438
N -0.24314 4.36148 -1.96394
C -0.27009 4.67280 -3.35204
C 0.05359 5.97896 -3.48872
C 0.26860 6.44598 -2.17460
C 0.63133 7.76642 -1.67159
N 0.06861 5.38715 -1.26713
H -5.26170 0.00017 -2.82080
H -4.96741 -0.10955 -1.08025
H -3.87732 -0.91105 -2.20559
H -4.99906 2.71332 -3.10667
H -2.84977 4.32493 -2.73501
H 1.89598 3.07154 -2.97297
H 2.71069 0.62510 -3.83153
H 1.23012 -1.76034 -3.77013
H -0.01960 -1.91758 -2.53692
H 1.69647 -2.03829 -2.10735
H -0.25882 4.76276 1.01251
H -0.73833 3.45454 3.35026
H -2.17516 0.83639 3.49782
H -0.48228 0.35987 3.51154
H -1.59123 -0.30096 2.28064
H -0.52032 3.91142 -4.07442
H 0.13310 6.54929 -4.39891
H 0.79398 8.48063 -2.47273
H 1.52588 7.69118 -1.04327
H -0.16058 8.13168 -1.00559
O -0.38241 -1.35959 0.26781
As 1.01583 -2.10471 0.79788
C 2.57502 -1.09653 0.40454
C 2.52173 0.28314 0.60601
C 3.64348 1.04789 0.32819
C 4.79748 0.43944 -0.15325
C 4.83778 -0.93209 -0.36456
C 3.72334 -1.71090 -0.08605
C 1.01231 -3.92155 0.25923
C 2.05821 -4.75915 0.65320
C 2.01547 -6.09912 0.30382
C 0.93370 -6.59245 -0.41676
C -0.11351 -5.75679 -0.78386
C -0.08266 -4.41222 -0.44470
C 0.92943 -2.26373 2.74118
C 0.04018 -3.21539 3.29865
C -0.04556 -3.42857 4.71266
C 0.77813 -2.73828 5.55676
C 1.68669 -1.81891 5.00493
C 1.76183 -1.59037 3.58490
H 1.61293 0.75683 0.96260
H 3.62074 2.11755 0.48964
H 5.67249 1.03912 -0.36601
H 5.73661 -1.39705 -0.74611
H 3.75376 -2.77871 -0.26519
H 2.90058 -4.38092 1.22281
H 2.82271 -6.75842 0.59219
H 0.90463 -7.63938 -0.68743
H -0.95758 -6.15401 -1.33100
H -0.90580 -3.75894 -0.70229
H -0.58282 -3.81957 2.64739
H -0.75829 -4.15323 5.08527
H 0.74215 -2.89335 6.62641
H 2.34926 -1.25578 5.65157
H 2.49413 -0.88217 3.21421
F -2.80878 -0.45377 0.27438
P -3.75415 -3.24623 1.98111
F -4.57137 -2.93500 0.71908
F -4.91483 -2.73755 2.89792
F -2.53257 -3.71700 1.04285
F -3.78062 -4.64491 2.62748
F -2.77262 -2.23262 2.65263
*
```

Output
Kohn-Sham gap (spin up / spin down): 0.2905 / 0.1492 Eh
energy relative to the best compared isomer or geometry (same formula, charge and spin): 25.5 kJ/mol


6.
This record from OMol25 describes a molecular structure, C34H35AsO3PPtSSiTe. The level of theory is ωB97M-V/def2-TZVPD.

```
! wB97M-V def2-TZVPD RIJCOSX def2/J DEFGRID3
* xyz -1 1
Pt 0.26745 -0.87278 0.43572
S -0.05343 -0.93487 2.72392
C -0.33721 0.78517 3.04774
C -0.92780 1.07458 4.28595
C -1.16021 2.37356 4.69854
C -0.81709 3.43657 3.87186
C -0.24313 3.17146 2.64029
C 0.00369 1.86661 2.20740
As 0.85040 1.55514 0.46949
C 2.72208 1.47893 0.99179
C 3.64639 1.01139 0.06057
C 4.97851 0.85912 0.40890
C 5.39700 1.16760 1.69669
C 4.48069 1.62867 2.63162
C 3.14380 1.78172 2.28154
C 0.75824 3.36150 -0.29994
C -0.47294 3.79502 -0.79019
C -0.59160 5.03520 -1.40067
C 0.52402 5.85288 -1.53755
C 1.75417 5.42337 -1.05782
C 1.87228 4.18208 -0.44177
H -1.20739 0.24284 4.92165
H -1.62003 2.55677 5.66262
H -0.99411 4.45900 4.18082
H 0.03024 4.00228 2.00009
H 3.31314 0.71592 -0.92682
H 5.68036 0.45628 -0.30982
H 6.43319 1.02395 1.97712
H 4.80007 1.85311 3.64202
H 2.42903 2.12437 3.01943
H -1.34751 3.16219 -0.69182
H -1.55658 5.35641 -1.77434
H 0.43486 6.81942 -2.01853
H 2.62800 6.05562 -1.16071
H 2.83564 3.85705 -0.06768
C 0.24891 -5.79185 0.68123
C 1.44829 -5.28696 -0.08866
O 1.55713 -3.88651 0.16667
P 2.63874 -2.97092 -0.60151
O 2.30540 -1.56617 -0.16213
Te 4.83414 -3.75124 -0.40058
O 2.19891 -3.16545 -2.15581
C 0.91235 -2.69340 -2.56652
C 1.06183 -1.41895 -3.37132
H 0.10230 -6.85889 0.49997
H -0.65032 -5.25422 0.37429
H 0.39271 -5.63282 1.75121
H 1.31951 -5.45491 -1.16181
H 2.37114 -5.78202 0.22041
H 0.24925 -2.53876 -1.70541
H 0.46383 -3.48825 -3.16686
H 1.48996 -0.63617 -2.74196
H 0.08825 -1.08159 -3.73624
H 1.71595 -1.58372 -4.22861
C -3.44043 -4.86043 -0.65403
C -3.11202 -3.96200 -1.66068
C -2.72026 -2.66862 -1.33850
C -2.63641 -2.24364 -0.00978
C -2.96346 -3.16676 0.98851
C -3.36951 -4.45670 0.67451
Si -1.96057 -0.54120 0.46707
C -2.55600 0.72071 -0.81255
C -1.93239 0.85525 -2.05821
C -2.36341 1.79130 -2.98839
C -3.42740 2.63153 -2.68302
C -4.05149 2.52891 -1.44696
C -3.61913 1.58021 -0.52505
H -3.74596 -5.86941 -0.90209
H -3.16430 -4.26753 -2.69909
H -2.48285 -1.97805 -2.14189
H -2.88626 -2.87061 2.03025
H -3.61675 -5.15322 1.46679
H -2.68321 -0.13926 1.69688
H -1.07090 0.23971 -2.28722
H -1.85920 1.87878 -3.94345
H -3.76036 3.37086 -3.40162
H -4.87180 3.19143 -1.19738
H -4.10842 1.51339 0.44136
*
```

Output
Kohn-Sham gap: 0.2423 Eh
energy relative to the best compared isomer or geometry (same formula, charge and spin): 20.6 kJ/mol